Formula: C5H6INO2
Source: OMol25
Level of theory: wB97M-V/def2-TZVPD

Each line ends with the Löwdin charge.
Element x y z (Å)
H: 2.02789 -0.54954 -1.34064  0.098
H: 2.62673 0.47324 -0.05085  0.033
C: 2.12360 -0.43506 -0.21230  -0.107
I: -4.56987 -0.80061 -0.69674  0.661
O: -0.28162 1.39712 0.10038  0.187
H: -1.52821 -1.49993 -0.56076  0.078
N: -2.80783 0.01955 -0.11511  -0.523
H: 0.73288 -0.75433 1.56327  0.136
H: 0.54907 -1.75040 0.06658  0.070
C: -1.67266 -0.54673 -0.19100  -0.364
C: 0.77716 -0.81765 0.42570  -0.178
C: -0.33521 2.57148 0.47736  -0.162
H: 3.02223 -1.08989 0.07584  0.093
O: -0.22081 3.72289 0.38791  0.239
C: -0.44335 0.05987 0.07036  -0.260

For the LUMO energy (alpha / beta), the calculation gives -0.02828 / -0.02832 hartree. The calculation puts the largest force on an atom at 4.7 eV/Å. The spin multiplicity is 1. The calculation puts the frontier orbital gap (alpha / beta) at 6.4 / 6.4 eV. The value obtained for the HOMO energy (alpha / beta) is -7.21 / -7.21 eV. The calculation puts the relative energy (zero: lowest compared OMol25 entry of this formula, charge and spin) at 570.10 kJ/mol.

=====

Formula: C5H6LaO4
Source: OMol25
Level of theory: wB97M-V/def2-TZVPD

Each line ends with the Löwdin charge.
Element x y z (Å)
C: -3.66498 0.52024 -0.45405  0.065
O: -4.01970 1.56126 -0.26154  0.391
C: -1.68873 -0.99240 0.62335  -0.137
O: -0.85282 -0.67287 -0.47955  0.030
H: -4.40261 -1.56908 -0.06494  0.278
H: -4.27411 -1.67553 -1.75146  0.169
O: 0.96070 0.54107 -0.97169  -0.084
H: -3.20805 -2.34893 0.42673  0.134
O: 1.00644 -0.83622 0.74149  -0.089
C: 0.40901 -0.31551 -0.23480  -0.792
C: -3.10514 -1.28608 0.15073  -0.213
La: 3.62804 0.44845 0.23794  1.850
H: -1.31506 -1.89667 1.12118  0.149
C: -3.58346 -0.97686 -1.26199  -0.021
H: -1.65565 -0.19695 1.37928  0.148
H: -2.82475 -0.73876 -2.02181  0.122

As for the net charge: +2. For the LUMO energy (alpha / beta), the calculation gives -0.31808 / -0.31808 hartree. The calculation puts the largest force on an atom at 6.8 eV/Å. The spin multiplicity is 2. The calculation puts the frontier orbital gap (alpha / beta) at 5.6 / 7.6 eV. The value obtained for the HOMO energy (alpha / beta) is -14.23 / -16.26 eV.

=====

Formula: C5H6N
Source: OMol25
Level of theory: wB97M-V/def2-TZVPD

Each line ends with the Löwdin charge.
Element x y z (Å)
H: -2.86952 0.16862 1.30580  0.154
H: 2.21970 -1.82184 1.45642  0.100
C: -1.00388 0.09386 0.30695  -0.100
C: -0.24725 0.64713 -1.75548  0.062
C: 1.88162 -0.80180 1.49887  0.127
H: -0.13739 1.75916 -1.92214  0.124
C: 0.16162 0.05140 -0.29332  -0.161
C: 1.11870 -0.41962 0.52305  0.076
H: 2.22068 -0.28263 2.36871  0.099
H: 0.09581 0.06195 -2.48566  0.035
H: -1.35953 0.49122 -1.70921  0.094
N: -2.08054 0.05253 0.70601  0.391

As for the net charge: +1. For the LUMO energy, the calculation gives -0.18675 hartree. The calculation puts the largest force on an atom at 4.8 eV/Å. The spin multiplicity is 1. The calculation puts the frontier orbital gap at 10.1 eV. The structure (SMILES) is C=C=C(C)C#[NH+]. The value obtained for the HOMO energy is -15.13 eV. The calculation puts the relative energy (zero: lowest compared OMol25 entry of this formula, charge and spin) at 375.23 kJ/mol.

=====

Formula: C5H6N
Source: OMol25
Level of theory: wB97M-V/def2-TZVPD

Each line ends with the Löwdin charge.
Element x y z (Å)
C: -1.12683 0.66101 0.27452  -0.280
C: -1.55461 -0.42843 -0.63812  0.020
C: 1.31840 0.25792 0.08239  0.026
H: 2.32161 -0.50650 -1.43598  0.189
N: 2.22848 -0.52792 -0.38293  0.234
H: -1.69373 1.56632 0.47583  0.135
C: 0.29652 0.96276 0.42632  0.003
C: -1.51126 -0.74123 0.63725  0.028
H: -1.53912 -0.67936 -1.75892  0.154
H: -2.00895 -1.43672 1.40812  0.156
H: 2.79717 -1.15512 0.19381  0.164
H: 0.47231 2.02727 0.71771  0.172

As for the net charge: +1. For the LUMO energy, the calculation gives -0.17544 hartree. The calculation puts the largest force on an atom at 3.1 eV/Å. The spin multiplicity is 1. The calculation puts the frontier orbital gap at 9.5 eV. The structure (SMILES) is [NH2+]=C=CC1C=C1. The value obtained for the HOMO energy is -14.32 eV. The calculation puts the relative energy (zero: lowest compared OMol25 entry of this formula, charge and spin) at 428.89 kJ/mol.

=====

Formula: C5H6N
Source: OMol25
Level of theory: wB97M-V/def2-TZVPD

Each line ends with the Löwdin charge.
Element x y z (Å)
H: -0.59505 -1.92960 0.24915  0.121
H: 0.96066 -0.66566 -2.13700  0.102
C: -0.20679 0.70987 2.52797  0.226
C: 0.16418 -0.13686 -1.89241  0.004
C: -0.41909 -1.00649 0.57120  0.042
H: -0.49759 0.18933 -2.64321  0.147
C: -0.09992 -0.22525 1.70158  -0.012
H: 1.33869 0.77136 -0.06169  0.141
H: -0.44214 1.49375 -0.49872  0.216
N: -0.11149 -0.55906 -0.62010  -0.039
H: -0.58782 0.65662 3.55708  0.100
C: 0.49636 0.70199 -0.75386  -0.049

As for the net charge: +1. For the LUMO energy, the calculation gives -0.21547 hartree. The calculation puts the largest force on an atom at 5.8 eV/Å. The spin multiplicity is 1. The calculation puts the frontier orbital gap at 9.8 eV. The structure (SMILES) is C#CC=[N+]1CC1. The value obtained for the HOMO energy is -15.70 eV. The calculation puts the relative energy (zero: lowest compared OMol25 entry of this formula, charge and spin) at 703.31 kJ/mol.

=====

Formula: C5H6N
Source: OMol25
Level of theory: wB97M-V/def2-TZVPD

Each line ends with the Löwdin charge.
Element x y z (Å)
C: -1.15007 0.78069 0.06170  -0.116
H: -1.51939 1.87319 -0.11781  0.188
N: -2.25613 -0.19465 0.47669  0.262
C: 0.16196 0.42086 0.24686  -0.087
C: 0.86034 -0.82384 0.38805  -0.044
H: -1.93545 -0.79041 -1.61527  0.143
H: 2.31226 0.72895 0.96470  0.181
C: -1.91231 -0.39420 -0.65801  0.080
C: 1.59523 0.46870 0.09287  -0.002
H: 0.99721 -1.06830 1.38939  0.116
H: 0.76902 -1.63302 -0.40938  0.169
H: 2.07733 0.63204 -0.81980  0.110

As for the net charge: +1. For the LUMO energy, the calculation gives -0.22616 hartree. The calculation puts the largest force on an atom at 3.4 eV/Å. The spin multiplicity is 1. The calculation puts the frontier orbital gap at 10.1 eV. The value obtained for the HOMO energy is -16.28 eV. The calculation puts the relative energy (zero: lowest compared OMol25 entry of this formula, charge and spin) at 503.48 kJ/mol.

=====

Formula: C5H6N
Source: OMol25
Level of theory: wB97M-V/def2-TZVPD

Each line ends with the Löwdin charge.
Element x y z (Å)
C: 1.23796 0.78338 -1.53051  -0.077
C: -0.38412 0.05420 0.18167  -0.136
C: 0.87178 -0.62002 0.23552  -0.167
H: 1.01219 -1.72964 0.04430  0.210
H: -1.93969 1.01565 1.11400  0.089
H: -1.53031 -0.53836 1.74359  0.088
H: 1.84832 0.94662 -2.44958  0.177
H: 1.20367 -0.49540 1.23072  0.161
N: 1.78627 -0.10253 -0.75457  0.150
C: 0.12059 1.01615 -0.79546  0.324
C: -1.68588 0.02219 0.85558  0.009
H: -2.54078 -0.35225 0.12475  0.171

As for the net charge: +1. For the LUMO energy (alpha / beta), the calculation gives -0.27425 / -0.27423 hartree. The calculation puts the largest force on an atom at 5.6 eV/Å. The spin multiplicity is 1. The calculation puts the frontier orbital gap (alpha / beta) at 7.8 / 7.8 eV. The value obtained for the HOMO energy (alpha / beta) is -15.28 / -15.28 eV. The calculation puts the relative energy (zero: lowest compared OMol25 entry of this formula, charge and spin) at 587.96 kJ/mol.

=====

Formula: C5H6N
Source: OMol25
Level of theory: wB97M-V/def2-TZVPD

Each line ends with the Löwdin charge.
Element x y z (Å)
H: 0.54940 -2.09230 1.03269  0.194
C: -0.34594 -1.49103 0.53503  -0.010
H: -1.12592 -2.04381 0.00347  0.141
C: 0.62203 0.30464 -1.29246  0.022
H: -0.93732 -0.34645 2.51941  0.090
N: 0.37630 1.62140 -0.71203  0.160
C: -0.85705 -0.32889 1.51969  0.137
H: -0.03747 2.35082 -1.31668  0.163
H: 1.17172 1.95263 -0.25262  0.113
C: -0.53346 0.46518 0.55592  0.103
H: 1.08762 0.04444 -2.21824  0.133
C: 0.03007 -0.43663 -0.37418  -0.246

As for the net charge: +1. For the LUMO energy, the calculation gives -0.20967 hartree. The calculation puts the largest force on an atom at 3.5 eV/Å. The spin multiplicity is 1. The calculation puts the frontier orbital gap at 8.9 eV. The value obtained for the HOMO energy is -14.63 eV. The calculation puts the relative energy (zero: lowest compared OMol25 entry of this formula, charge and spin) at 631.80 kJ/mol.

=====

Formula: C5H6N
Source: OMol25
Level of theory: wB97M-V/def2-TZVPD

Each line ends with the Löwdin charge.
Element x y z (Å)
N: -0.64353 -0.07507 0.65549  -0.047
C: 0.50871 -1.01058 0.48335  -0.086
H: 0.65933 -1.60370 1.40520  0.154
C: -0.14983 1.34305 0.31123  0.014
H: 2.43318 -0.64385 -0.63615  0.130
H: -2.30547 0.78441 -0.22406  0.136
C: 1.05000 1.10244 -0.28250  0.126
C: -1.41501 0.17833 -0.38583  0.088
H: -0.74687 2.17248 0.62886  0.143
C: 1.52801 -0.16694 -0.27838  0.032
H: -1.22193 -0.30048 -1.39396  0.167
H: 0.30341 -1.78011 -0.28326  0.144

As for the net charge: +1. For the LUMO energy (alpha / beta), the calculation gives -0.25696 / -0.22844 hartree. The calculation puts the largest force on an atom at 2.6 eV/Å. The spin multiplicity is 1. The calculation puts the frontier orbital gap (alpha / beta) at 8.4 / 7.8 eV. The value obtained for the HOMO energy (alpha / beta) is -15.35 / -13.98 eV. The calculation puts the relative energy (zero: lowest compared OMol25 entry of this formula, charge and spin) at 614.07 kJ/mol.

=====

Q: spin multiplicity of number 9 (C5H6N)?
A: 1